Entry from OMol25: a structure of composition BrH4O2Zn2 (wB97M-V/def2-TZVPD).

Geometry as XYZ:
```
9
Properties=species:S:1:pos:R:3:forces:R:3:nbo_charge:R:1
Zn 3.7832 -1.3143 -2.6675 -0.474 -0.058 0.495 1.30
H 1.8798 3.0309 2.1780 -0.197 -0.121 -0.400 0.46
H -3.1679 -1.9515 -2.8413 0.411 0.136 0.215 0.47
Zn -0.0798 -2.0593 4.4182 0.013 0.020 -0.078 1.37
H 2.8784 4.0438 2.6964 0.506 0.493 0.023 0.49
H -4.3172 -1.6376 -3.7754 -0.465 0.381 -0.491 0.49
O 2.0908 3.5609 2.9467 -0.314 -0.318 0.396 -0.74
O -3.9663 -2.3274 -3.2121 -0.036 -0.509 0.233 -0.69
Br 0.8991 -1.3455 0.2569 0.557 -0.025 -0.392 -0.16
```
Forces are in eV/Å.

Output
Kohn-Sham gap: 1.722 eV
LUMO level: -0.629 Ha
charge: +3

Entry from OMol25: a structure of composition C5H11ClNPbTi in a non-equilibrium geometry (wB97M-V/def2-TZVPD).

Geometry as XYZ:
```
20
Properties=species:S:1:pos:R:3:forces:R:3:nbo_charge:R:1
Ti 0.2458 -1.0836 1.4535 -1.623 0.996 3.883 1.38
C -1.6060 1.0092 -2.2440 0.913 -1.124 0.409 -0.93
H 2.0617 2.7804 -1.2976 0.242 -0.774 -0.046 0.26
Pb 0.4435 0.4158 -1.5138 -0.471 0.001 1.766 1.35
N 1.8794 0.2429 4.2614 -3.023 -1.969 -3.557 -0.47
H 2.5871 1.4860 -2.5405 0.656 0.536 0.245 0.22
H -1.8045 2.0785 -2.0855 0.019 -0.667 -0.015 0.25
C 0.5480 -1.6897 -0.4554 0.723 -0.176 -2.724 -1.27
H 2.8270 1.1102 -0.7522 0.121 1.113 -0.598 0.24
H -0.2955 -2.3034 -0.9374 1.592 0.620 0.457 0.26
Cl -0.2525 1.1638 1.0468 0.068 0.662 -0.912 -0.44
H -2.0236 -2.1620 2.9105 -0.110 -0.309 0.079 0.22
H -2.1682 0.2611 -1.6323 -0.013 1.045 -0.705 0.24
H -2.0594 -1.6260 1.1986 -0.936 -0.748 -1.485 0.18
H -2.2325 -0.4457 2.4227 -0.128 0.337 0.350 0.23
C -1.7851 -1.3960 2.1915 2.130 0.426 0.288 -1.07
H 1.6329 -2.0257 -0.6295 -1.650 -0.018 -0.187 0.25
H -1.4802 0.6937 -3.2814 -0.736 0.286 -0.004 0.22
C 2.3003 1.7260 -1.5155 -0.929 -1.438 0.114 -0.91
C 1.1818 -0.2355 3.4002 3.156 1.202 2.641 -0.20
```
Forces are in eV/Å.

Output
Kohn-Sham gap (alpha / beta): 6.643 / 7.404 eV
LUMO level (alpha / beta): -0.056 / -0.056 Ha
2S+1: 2

Entry from OMol25: the molecule C4H6N6O in a non-equilibrium geometry (wB97M-V/def2-TZVPD).

Geometry as XYZ:
```
17
Properties=species:S:1:pos:R:3:forces:R:3:nbo_charge:R:1
H -1.8855 1.9294 2.3015 0.091 -0.321 -0.263 0.46
C 1.2453 -0.4529 -0.9960 0.784 0.501 -0.159 0.22
H 3.1638 -1.1243 -1.0478 -2.197 -0.241 -1.964 0.38
N 1.5813 1.4045 0.6367 -0.855 0.959 2.167 -0.45
C 0.6700 1.5461 1.5706 0.729 -0.591 0.551 0.16
N 0.0662 -0.9768 -1.1417 -3.117 -1.834 0.272 -0.57
N -0.5333 0.9403 1.3915 1.056 -0.694 -2.519 0.06
H -1.8998 -1.8146 -1.5423 -0.107 -1.095 -1.017 0.38
C 1.3630 0.7664 -0.4069 -1.008 0.187 -0.436 0.39
H -2.9661 -1.2735 -0.4472 -0.310 0.254 0.452 0.37
N 2.2723 -1.0630 -1.6849 2.272 -1.274 1.122 -0.79
H 1.8870 -1.9769 -2.0363 0.998 1.172 0.673 0.40
O -1.5439 1.0135 2.2593 -1.093 1.167 2.679 -0.52
H 0.7963 1.9555 2.5599 0.473 0.361 -0.177 0.21
N -0.9318 0.6458 0.1697 -0.862 -0.424 -0.593 -0.49
C -1.0355 -0.5142 -0.4897 1.484 0.913 -2.342 0.56
N -2.2492 -1.0053 -1.0963 1.660 0.960 1.554 -0.78
```
Forces are in eV/Å.

Output
Kohn-Sham gap: 7.437 eV
LUMO level: 0.004 Ha

Let's list relative energy (zero: lowest compared OMol25 entry of this formula, charge and spin) in order: 119.13; 0.00; 171.23 kcal per mole.